Entry 1:
The following is a DFT calculation (ωB97M-V with the def2-TZVPD basis set) of a 7-piece molecular cluster, C17H45N3O7S4 overall at a distorted geometry.

```
76
C17H45N3O7S4 (ωB97M-V with the def2-TZVPD basis set)
H 3.69 -0.16 -1.93
H -0.39 -4.44 0.94
H -2.94 1.69 5.70
H 5.31 -4.37 -0.23
O 1.33 -1.39 -0.09
C -0.80 -3.58 1.47
H 7.70 -0.28 -4.63
H -3.66 2.27 1.35
H -1.78 -3.25 1.12
O -0.73 4.19 -1.48
H 2.67 -3.36 2.51
S 4.97 -2.88 1.76
C 0.12 4.80 0.95
H -2.67 -2.10 3.35
C 4.31 -0.96 -2.34
H 4.04 -5.02 0.93
H -3.73 2.06 -2.80
H 2.87 -1.86 1.49
H -0.73 4.14 1.13
H -7.83 0.06 -2.86
H -3.29 1.29 -1.24
N 6.01 -1.26 -3.99
O 5.66 -1.70 1.09
H -1.08 -1.31 3.55
H 1.90 6.55 -0.67
H -6.70 -1.00 -3.58
H -1.33 -0.34 0.08
C 6.97 -1.01 -4.98
H 6.43 -0.60 -5.83
C 1.39 5.84 -1.33
C -3.99 0.79 2.75
H -0.82 -0.69 1.61
H -1.06 1.04 1.14
H 3.62 -1.62 -2.86
H -5.88 1.37 -2.14
H 7.51 -1.95 -5.15
H -7.10 -1.04 -1.81
C 4.49 -4.15 0.45
C -4.33 1.42 1.48
S -0.31 5.43 -0.68
N -3.25 1.45 3.65
C -2.83 0.92 4.94
C -0.66 0.07 0.84
H 2.11 5.02 -1.36
H -3.34 0.00 5.23
H 3.67 -3.72 -0.13
H 1.08 4.28 1.04
O 0.36 -3.81 4.01
H -0.09 -2.81 1.19
C 3.27 -2.48 2.29
N -5.71 0.42 -2.42
O 5.60 0.80 -3.36
H 1.36 6.40 -2.26
C 0.60 0.79 -1.38
C -3.41 1.14 -2.31
H -4.08 0.74 0.67
C 5.38 -0.38 -3.26
S -1.03 -3.85 3.28
H -2.88 2.36 3.41
H -1.78 0.61 4.98
H 5.82 -2.25 -3.93
C -1.67 -2.20 3.77
H -5.35 1.78 1.34
C -6.87 -0.41 -2.68
H 0.02 0.15 -2.04
O -4.47 -0.27 2.96
S 1.11 0.08 0.22
H -1.81 -2.24 4.85
H 3.24 -1.90 3.21
H -2.43 0.85 -2.69
H 1.47 0.99 -2.00
O -4.06 -1.10 -2.70
H 0.17 5.65 1.62
H 4.82 -1.53 -1.57
H 0.23 1.78 -1.12
C -4.45 0.04 -2.51
```

Calculated values
orbital gap = 8.2 eV
energy above the lowest of the compared OMol25 structures with the same formula, charge and spin = 3.1696 eV

Entry 2:
The following is a DFT calculation (ωB97M-V with the def2-TZVPD basis set) of C26H32NO6W as an isolated structure at a distorted geometry.

```
66
C26H32NO6W (ωB97M-V with the def2-TZVPD basis set)
C -5.74 -3.32 -1.31
H 0.51 -3.99 0.40
C 0.53 -4.29 -0.66
C -0.69 3.65 0.04
H -5.63 -3.12 -0.22
H 1.06 -5.26 -0.69
H 0.65 -1.76 -1.45
H -0.17 -4.27 -3.25
O -4.58 -4.07 -1.76
C -0.11 5.99 0.37
W -0.53 0.63 0.39
H 2.07 0.33 2.04
O 2.43 8.94 1.46
H -6.83 -6.29 -1.17
H 0.05 1.59 3.30
O -1.70 -3.39 -1.35
H -7.57 -3.72 -2.46
C -0.05 0.70 2.69
H -1.01 6.20 -0.22
H 2.36 0.20 -0.57
H -0.04 -5.94 -2.63
N 2.85 7.78 1.68
H 1.15 -3.59 -1.22
C 0.42 -0.70 -1.37
C 0.79 1.59 -1.33
O 4.00 7.52 2.08
C 1.93 6.72 1.40
H -1.16 2.08 -2.38
H -2.20 0.10 3.01
H -2.27 -6.13 -0.39
C 1.03 0.01 2.02
H 3.27 5.19 2.13
C -0.88 -1.31 1.83
H -4.46 -5.95 -2.77
H -1.65 -0.55 -2.25
H -5.70 -2.36 -1.82
C 0.26 4.65 0.59
C -2.46 -3.93 -0.26
H -6.87 -5.90 -2.92
H -1.67 -5.29 -3.11
H -2.37 -3.29 0.62
C 0.51 -1.22 1.49
C 0.69 7.02 0.82
C 1.36 0.32 -0.97
C -0.69 -5.07 -2.67
C -0.51 1.34 -1.92
C 2.31 5.38 1.65
O -0.71 2.50 0.75
H -4.54 -6.00 -1.01
C 1.46 4.34 1.27
C -4.96 -5.50 -1.89
C -1.23 -0.13 2.57
C -7.00 -4.14 -1.62
H -1.19 -5.33 0.84
H 1.75 3.30 1.43
H 0.38 8.05 0.67
H 1.09 -1.99 0.99
C -0.74 -0.07 -1.91
H -7.67 -4.17 -0.75
O -1.34 3.87 -0.98
C -0.84 -4.56 -1.26
C -6.49 -5.58 -1.93
H -3.49 -4.05 -0.64
H 1.31 2.55 -1.25
C -1.68 -5.24 -0.15
H -1.53 -2.16 1.67
```

Calculated values
orbital gap (spin up / spin down) = 7.7 / 6.6 eV
total charge = +1
2S+1 = 3

Short version: E = -80498.466; -43069.394 eV, in the order given.